Entry 1:
Computed, not measured: C10H24AsF2N2OS2Y as an isolated structure, with ωB97M-V/def2-TZVPD.

```
43
Properties=species:S:1:pos:R:3
Y -0.1034 0.2212 -0.0863
As -0.4250 3.1074 -2.4596
S -0.8752 -2.3857 -0.9200
S 2.5524 -0.0291 -0.2901
F 0.2023 1.6987 1.8632
F 0.0819 -0.4413 2.4080
O -0.5954 1.7911 -1.3853
N 2.9948 0.5154 2.3415
N 4.0617 -1.2374 1.5845
C -1.4785 2.7438 -4.0088
C -0.7888 0.6422 2.0654
C 3.7113 0.0525 3.5320
C 3.2121 -0.2693 1.2933
C 1.4249 3.2721 -2.9005
C -1.3468 -3.2150 0.6209
C 4.5544 -1.1043 2.9649
C -1.0589 4.6676 -1.5627
C 4.6614 -2.1770 0.6533
C -2.4458 -2.4274 -1.8175
H -0.4845 -3.2012 1.2846
H -1.1151 1.8403 -4.4946
H -2.1141 4.5389 -1.3279
H -1.5957 -4.2474 0.3860
H 3.0094 -0.2808 4.2960
H 3.9252 -2.4826 -0.0853
H -0.9293 5.5338 -2.2111
H 1.5657 4.1300 -3.5573
H 5.5200 -1.7311 0.1495
H 4.4012 -2.0391 3.5019
H 4.9899 -3.0489 1.2140
H -1.3535 0.8978 2.9565
H -2.7024 -3.4707 -1.9881
H -3.2394 -1.9321 -1.2637
H -0.4929 4.8097 -0.6437
H 1.9971 3.4153 -1.9849
H 1.7578 2.3673 -3.4066
H -1.4031 3.5840 -4.6988
H -2.2911 -1.9429 -2.7787
H -2.5162 2.6139 -3.7062
H -2.1911 -2.7218 1.0965
H 5.6218 -0.8802 2.9570
H 2.2979 1.2398 2.3457
H 4.3255 0.8527 3.9395
```

Properties
HOMO ... -14.96 eV
Spin multiplicity ... 1
HOMO-LUMO gap ... 9.61 eV
E_LUMO ... -5.3 eV
Charge ... +2
Electronic energy ... -104762.7182 eV

Mulliken atomic charge list, values in e, 5 entries: 1.21, 0.75, 0.01, -0.52, -0.25

---

Entry 2:
Computed, not measured: a 2-piece molecular cluster, C4H12 overall in a non-equilibrium geometry, with ωB97M-V/def2-TZVPD.

```
16
Properties=species:S:1:pos:R:3
C 1.9448 -1.6147 0.1153
C -1.0637 1.6949 1.0914
C 0.8736 -1.4970 -0.9991
C -1.8138 1.2995 -0.1697
H -1.7080 1.7460 1.9666
H -1.3297 1.7229 -1.0461
H -2.7783 1.8175 -0.2239
H -0.0110 -2.1034 -0.8151
H -0.5227 2.6517 1.0284
H 2.8091 -2.1573 -0.2706
H -1.7990 0.2302 -0.3979
H 1.3150 -1.6418 -1.9791
H -0.2586 1.0043 1.3333
H 0.4808 -0.4797 -0.9857
H 1.5229 -2.0521 1.0151
H 2.3386 -0.6208 0.3371
```

Properties
HOMO ... -11.61 eV
Spin multiplicity ... 1
HOMO-LUMO gap ... 12.75 eV
SMILES ... CC.CC
E_LUMO ... 1.1 eV
Electronic energy ... -4342.1754 eV

Mulliken atomic charge list, values in e, 5 entries: -0.90, -0.75, -0.53, -0.81, 0.28

---

Entry 3:
Computed, not measured: a 2-piece molecular cluster, C14H18N2 overall in a non-equilibrium geometry, with ωB97M-V/def2-TZVPD.

```
34
Properties=species:S:1:pos:R:3
N 1.0501 -1.6128 1.0697
N 2.0782 0.4180 1.0083
C 1.2063 -0.3974 1.6755
C -1.6724 -2.6885 5.7558
C 0.6866 -4.5586 1.7770
C 0.5160 0.0676 2.8829
C -0.5240 -4.0020 2.4204
C 0.4727 -3.7600 6.0367
C -0.5544 -3.6853 3.8003
C -1.6612 -2.9967 4.4033
C 2.5010 -0.2850 -0.0736
C 1.8182 -1.5544 -0.0526
C 3.5257 0.2587 -1.0016
C -0.6102 -3.0620 6.5864
C 0.5133 -4.0573 4.6833
C -1.7563 -4.0947 1.6068
H -2.5835 -3.4780 1.9595
H 0.7020 -5.6511 1.9157
H 3.1886 1.2092 -1.4360
H -2.1049 -5.1404 1.5883
H 3.7505 -0.4438 -1.8116
H -0.6211 -2.8129 7.6453
H -0.1991 -0.6662 3.2661
H -1.5484 -3.8134 0.5699
H -2.5223 -2.1496 6.1789
H 1.2843 -4.0952 6.6862
H 1.2388 0.2926 3.6663
H 1.8498 -2.3199 -0.8157
H 1.3307 -4.6713 4.2913
H 1.6160 -4.1402 2.1678
H -0.0190 0.9897 2.6521
H 4.4522 0.4657 -0.4493
H 0.6771 -4.3706 0.6994
H -2.5224 -2.7220 3.7915
```

Properties
HOMO ... -5.55 eV
Spin multiplicity ... 1
HOMO-LUMO gap ... 2.72 eV
E_LUMO ... -2.8 eV
Electronic energy ... -17786.9033 eV

Mulliken atomic charge list, values in e, 5 entries: -0.16, -0.77, 0.33, -0.72, -1.79

---

Entry 4:
Computed, not measured: a 8-piece molecular cluster, C30H55F8N2O9S7 overall in a non-equilibrium geometry, with ωB97M-V/def2-TZVPD.

```
111
Properties=species:S:1:pos:R:3
S 5.9611 -4.1547 -0.1323
S -4.9012 2.5463 -5.0631
S -6.0122 2.5572 -9.6820
S -2.7974 -3.9897 4.1022
S -2.0915 -5.5368 -3.6194
S -1.0980 -3.2855 9.4640
S 5.8703 5.0306 2.9958
F -0.4770 4.3493 -2.1079
F 6.4015 -0.3871 -0.0627
F 0.0549 -1.6800 1.1463
F 0.0946 2.4966 -3.4420
F -2.0571 -2.6338 0.7956
F -0.6008 -2.3480 -0.9355
F 7.5392 1.1423 -1.3473
F 6.7615 -0.8117 -2.2729
O 6.1658 -5.4571 0.5675
O -4.1350 -3.3401 4.2551
O 4.4174 4.6773 2.8678
O -4.9133 2.2117 -3.6043
O -3.3124 -4.6765 -3.5996
O -1.6437 -4.3821 8.6071
O 5.2184 0.8467 -1.7070
O 0.8376 3.9250 3.8400
O -5.1139 2.6976 -8.4947
N 3.5724 2.3899 -0.9550
N 1.5818 2.8925 0.1187
C -3.1127 0.1770 0.2034
C -6.7411 4.1776 -10.0035
C -2.5981 -7.2069 -3.1550
C 1.4982 3.9160 2.4776
C -4.6737 4.3316 -5.2073
C -1.0852 -1.7493 0.2819
C -1.6645 -0.3233 -0.1167
C -3.2757 2.0995 -5.7078
C -2.4495 -4.8811 5.6331
C -0.3882 -4.0520 10.9368
C -2.6661 2.5952 -1.0524
C -0.7290 0.6484 -0.8845
C 5.0410 2.1008 -0.9585
C -1.2091 2.0572 -1.3316
C 6.4450 0.2386 -1.3567
C 5.9639 6.7771 3.4398
C 2.0015 2.8402 3.6876
C 6.4411 4.4005 4.5880
C -0.1005 2.9591 -2.0880
C 4.8498 -3.1607 0.8882
C 0.4765 -2.7697 8.7450
C 1.2993 2.7907 -1.3229
C 0.5907 3.1717 1.2170
C 2.9807 2.6384 0.3317
C -3.5915 1.5892 -0.2689
C -3.0234 -5.4595 3.0768
C 2.6262 2.4695 -2.0546
C -1.1648 -5.1957 -2.1072
C 4.7808 -4.4376 -1.4698
C -7.5378 1.7749 -9.1161
H -4.6584 1.9509 -0.0503
H -2.0911 -6.0261 3.0411
H 5.7803 4.7467 5.3848
H -5.9507 4.8518 -10.3360
H -2.3101 -4.1541 6.4333
H 5.3292 1.8497 0.1299
H -2.4936 2.5522 -5.0945
H -3.2903 -5.1396 2.0684
H -5.5663 4.8257 -4.8206
H -3.0097 3.6362 -1.3823
H 0.3084 -4.8411 10.6479
H 6.9995 7.0419 3.6592
H -0.7827 -4.1769 -2.1595
H -8.2654 1.7641 -9.9296
H -7.1929 4.5713 -9.0910
H 1.6576 1.8575 3.2282
H 0.1930 2.1969 1.6543
H 1.1196 -3.6386 8.5924
H -3.2296 -7.6091 -3.9482
H 2.2481 4.8039 2.1717
H 0.3437 0.2951 -1.1271
H -3.2863 -5.5362 5.8818
H 5.2524 -5.0783 -2.2162
H -1.5358 -5.4665 5.5147
H 5.6118 7.3682 2.5932
H -3.8441 -0.4787 0.7943
H 0.9633 -2.0533 9.4090
H -1.7147 -7.8379 -3.0418
H 0.2774 -2.2935 7.7838
H 3.8878 -4.9308 -1.0814
H 2.8612 2.2957 -3.1524
H 4.5143 -3.4837 -1.9292
H -0.3274 -5.8916 -2.0275
H -3.1884 2.4393 -6.7412
H -1.1987 -4.4826 11.5262
H -3.8048 4.6456 -4.6253
H -1.8186 -5.2927 -1.2384
H 3.5812 2.6024 1.3163
H -7.4943 4.0893 -10.7883
H -7.9398 2.3176 -8.2587
H 7.4612 4.7421 4.7702
H -7.3110 0.7494 -8.8213
H 5.3705 -2.8981 1.8102
H 4.5811 -2.2485 0.3526
H 6.4263 3.3101 4.5537
H 5.6740 2.9455 -1.3965
H -0.2104 3.9274 0.9198
H 5.3325 6.9756 4.3076
H -3.1783 1.0135 -5.6752
H 3.0609 3.2834 3.6827
H 3.9524 -3.7335 1.1297
H -3.8247 -6.0789 3.4842
H -4.5398 4.5976 -6.2574
H 0.1266 -3.2941 11.5301
H -3.1630 -7.1794 -2.2213
```

Properties
HOMO ... -9.90 eV
Spin multiplicity ... 1
HOMO-LUMO gap ... 6.37 eV
E_LUMO ... -3.5 eV
Charge ... +1
Electronic energy ... -150973.9607 eV

Mulliken atomic charge list, values in e, 5 entries: 0.54, 0.45, 0.43, 0.60, 0.49

---

Entry 5:
Computed, not measured: C5H8CdO3 as an isolated structure in a non-equilibrium geometry, with ωB97M-V/def2-TZVPD.

```
17
Properties=species:S:1:pos:R:3
Cd 4.0445 -0.1528 0.1452
O 2.6543 -1.2766 0.2114
O -2.8695 -0.4501 -0.7170
O -1.0141 -1.3162 0.2090
C 1.4159 -1.5115 -0.3326
C -1.7851 -0.5133 -0.3184
C -0.8761 1.6161 -0.7042
C 0.4021 -1.1388 0.7363
C -1.2304 2.2329 0.4558
H 0.1699 1.3396 -0.8636
H -0.5424 2.2981 1.3030
H -2.2702 2.5044 0.6553
H 1.2776 -2.5743 -0.5981
H 1.2237 -0.9232 -1.2501
H 0.4168 -1.8153 1.5938
H -1.4813 1.7805 -1.5990
H 0.4644 -0.0995 1.0731
```

Properties
HOMO ... -18.11 eV
Spin multiplicity ... 1
HOMO-LUMO gap ... 6.75 eV
E_LUMO ... -11.4 eV
Charge ... +2
Electronic energy ... -15997.8758 eV

Mulliken atomic charge list, values in e, 5 entries: 1.40, -0.63, -0.17, -0.20, -0.19

---

Entry 6:
Computed, not measured: the molecule C3H5NO2 in a non-equilibrium geometry, with ωB97M-V/def2-TZVPD.

```
11
Properties=species:S:1:pos:R:3
O -1.1362 1.2427 0.3711
O -0.2483 -1.0005 1.3644
N 1.4376 -1.9727 -1.3374
C 1.0125 -1.3157 -0.4996
C 0.5517 -0.3484 0.4467
C -0.1230 0.6682 -0.4330
H 0.4813 1.5009 -0.7798
H 1.4173 0.0783 0.9392
H -0.5531 0.2131 -1.3381
H -0.9714 -0.4121 1.5971
H -1.8684 1.3462 -0.3306
```

Properties
HOMO ... -11.21 eV
Spin multiplicity ... 1
HOMO-LUMO gap ... 11.54 eV
SMILES ... N#C[C@H](O)CO
E_LUMO ... 0.3 eV
Electronic energy ... -8775.6844 eV

Mulliken atomic charge list, values in e, 5 entries: -0.55, -0.53, -0.40, 0.07, 0.46

---

Entry 7:
Computed, not measured: C7H8N2O2 as an isolated structure in a non-equilibrium geometry, with ωB97M-V/def2-TZVPD.

```
19
Properties=species:S:1:pos:R:3
O -1.8119 -2.7676 -2.0035
O -2.4182 -0.6903 -2.7430
N 2.2815 -0.1762 0.8962
N 1.1205 1.6525 1.9815
C -0.9455 -0.4597 -1.0202
C 0.4387 1.1793 0.7982
C 0.9997 -0.1562 0.3181
C 0.3557 -0.8514 -0.7217
C -1.7130 -1.3105 -2.0433
C -1.4718 0.6240 -0.6032
C -0.8348 1.3954 0.3979
H -1.7351 2.1823 0.8860
H 2.8658 -1.3866 0.7216
H -0.5419 -3.1150 -1.6859
H 0.7347 -2.0409 -0.7021
H 2.8411 0.4053 1.7178
H 1.9386 2.2617 1.6270
H -2.6464 0.8902 -0.4684
H 0.5424 2.3634 2.6470
```

Properties
HOMO ... -8.21 eV
Spin multiplicity ... 1
HOMO-LUMO gap ... 8.23 eV
E_LUMO ... 0.0 eV
Electronic energy ... -14456.6509 eV

Mulliken atomic charge list, values in e, 5 entries: -0.53, -0.42, -0.57, -0.76, 1.04

---

Entry 8:
Computed, not measured: C43H60CaF3N2O4P3SSi as an isolated structure in a non-equilibrium geometry, with ωB97M-V/def2-TZVPD.

```
118
Properties=species:S:1:pos:R:3
Ca 8.3890 14.2236 14.3241
S 5.8289 13.8618 12.7575
P 8.3954 12.3466 16.4995
P 10.8382 15.7742 15.0135
P 10.2013 8.9726 14.1587
Si 10.8781 12.4944 14.8191
F 4.4478 16.0341 12.6909
F 5.2742 15.5567 10.7058
F 6.6673 16.2489 12.4005
O 9.8893 17.2768 8.7212
O 7.1894 13.5361 12.3392
O 5.8232 14.0929 14.2437
O 4.8726 12.9680 12.1934
N 8.5995 15.9133 10.0688
N 10.6793 12.7113 8.2315
C 12.4537 13.5017 14.8998
C 12.1454 10.2756 18.1476
C 11.5881 16.7032 17.7892
C 10.7563 12.7590 6.9298
C 12.4391 9.3802 12.3946
C 9.9610 14.9509 6.8583
C 5.5023 15.4826 12.0954
C 8.8728 8.6402 12.7166
C 13.6314 15.5158 15.5472
C 10.9415 11.6231 16.5941
C 7.6032 9.4605 16.5857
C 13.6443 12.8160 14.8319
C 10.0738 6.4880 14.9978
C 10.2384 13.7933 6.1441
C 9.8888 14.9524 8.3104
C 12.1081 10.8953 16.9177
C 10.2842 13.7934 8.9393
C 11.2692 17.2149 13.8765
C 9.7883 11.5587 17.3258
C 10.9898 10.1333 18.9128
C 10.0676 17.3703 12.9206
C 7.2905 12.9955 18.0637
C 11.8223 18.5171 14.4361
C 11.3742 11.3428 13.3577
C 11.4717 9.8994 13.2674
C 9.8282 10.7543 18.5144
C 9.3293 7.5729 11.7542
C 12.2599 7.5479 15.3248
C 9.2572 17.2791 16.9037
C 14.8737 13.4864 15.0364
C 13.0698 10.1409 11.4438
C 6.0423 13.6444 17.4249
C 8.0353 14.0454 18.9337
C 9.5016 16.1629 9.0213
C 10.4383 16.2681 16.8564
C 12.4287 14.8818 15.2445
C 7.5427 10.7672 15.8209
C 11.1093 7.3399 14.3506
C 8.6385 10.0431 12.1453
C 11.9503 12.0939 12.2961
C 6.1482 11.0248 15.2984
C 14.8382 14.8294 15.3918
C 12.7854 11.4800 11.2911
H 7.6224 15.0275 18.6910
H 12.3213 15.8890 17.9304
H 9.5446 18.3152 16.6800
H 12.0984 16.6909 13.4082
H 12.6117 8.2987 12.4878
H 10.9836 9.4815 19.7805
H 12.1056 17.5542 17.4118
H 5.9958 13.8256 16.3588
H 12.7242 6.5750 15.5341
H 10.2430 5.4094 14.7535
H 11.2087 11.8682 6.4742
H 9.0519 6.8331 14.6629
H 7.5922 10.1594 11.8625
H 13.7015 11.7994 14.4682
H 8.8155 17.2707 17.8941
H 11.8635 13.1601 12.2938
H 15.8063 12.9165 15.0841
H 15.7559 15.4011 15.5918
H 10.2217 6.5961 16.1098
H 11.1722 17.0440 18.7494
H 10.2145 13.6763 10.0031
H 9.2802 10.2636 11.2209
H 13.0182 10.8933 16.2452
H 9.6587 6.6041 12.3085
H 10.9272 19.1366 14.7322
H 8.7569 10.8034 12.9368
H 10.2079 18.1110 12.1299
H 13.7052 16.5713 15.8835
H 13.8399 9.6576 10.8548
H 9.1185 14.0510 18.7082
H 12.4866 18.3312 15.2833
H 7.9690 15.1381 9.9774
H 8.9395 10.7381 19.1366
H 11.9625 7.9005 16.3248
H 5.1300 13.0202 17.5553
H 9.7668 16.3238 12.5037
H 13.1049 12.1063 10.4705
H 7.0530 12.1572 18.6895
H 13.1193 9.8495 18.4755
H 8.2101 16.7776 10.4688
H 12.3822 19.0488 13.6559
H 9.9973 15.3801 17.2746
H 10.0821 13.7078 5.1020
H 7.8472 13.9577 20.0250
H 11.4256 6.9254 13.3851
H 5.8901 14.6221 17.9520
H 5.3613 10.8668 16.0676
H 7.4579 8.6733 15.8328
H 8.0524 8.2370 13.3029
H 9.6951 15.9231 6.4948
H 8.2258 10.5309 14.9696
H 9.1513 17.7419 13.4659
H 8.5942 9.3229 17.0167
H 6.7633 9.3801 17.2971
H 13.1254 8.1403 14.9297
H 6.0661 10.3652 14.4204
H 8.5179 7.1813 11.1520
H 8.4630 17.0594 16.2108
H 6.0619 12.0495 14.8896
H 10.1203 7.8909 11.1121
```

Properties
HOMO ... -6.21 eV
Spin multiplicity ... 1
HOMO-LUMO gap ... 6.36 eV
E_LUMO ... 0.2 eV
Electronic energy ... -129904.8029 eV

Mulliken atomic charge list, values in e, 5 entries: 1.19, 1.09, 0.22, 0.41, 1.20